Below is a cluster of 35 separate species, C42H153N67O35 in total at a distorted geometry, with properties calculated with ωB97M-V/def2-TZVPD.

```
297
Properties=species:S:1:pos:R:3:forces:R:3
N -1.502594 0.092654 4.924768 4.4 1.3 -3.7
N -3.087074 -4.425626 2.586028 -0.2 0.6 1.2
N 3.831726 6.813314 1.687408 0.9 -4.6 3.5
H 0.978606 6.123404 -5.457572 -0.4 0.1 0.5
C -2.994874 0.681564 -7.582942 -5.3 1.5 -4.4
H -3.614574 0.215944 4.720918 -1.1 -0.1 0.3
O 3.635116 5.259714 -1.256232 -0.5 -0.5 0.8
C 1.645746 1.568004 7.328748 1.3 -1.9 1.4
N -3.023194 2.134544 -3.459342 3.8 -2.1 3.5
N 2.702276 -0.998436 4.546448 -3.7 -2.7 -0.5
O 1.033596 5.493194 3.958288 0.4 1.4 0.4
C 4.364056 -8.143416 1.941718 0.7 0.0 0.8
H 2.070066 -0.208166 2.331628 -0.3 -0.1 -0.7
H 4.646186 6.851594 -3.609232 1.3 0.2 0.3
N -3.300874 6.478024 -3.673712 3.2 -1.7 1.2
O -4.168694 -5.065646 0.711398 -0.7 1.2 -0.2
C 1.738906 2.238884 -3.442562 -2.6 2.8 -2.1
H -7.003544 3.871084 2.887718 0.1 -0.2 -0.5
N -1.075364 -5.465806 -3.609702 -1.8 -5.5 8.2
H 0.424546 -5.465686 7.935288 0.6 -0.1 -0.2
H 3.778596 -5.166916 5.092538 0.0 0.6 -0.2
C -2.216534 -0.337426 5.880178 -0.5 -0.2 4.3
H -0.010134 1.782224 -2.880572 -1.8 0.5 -0.4
C 3.527726 7.947554 1.211188 3.0 5.9 -3.7
C 5.010626 2.292584 0.282098 1.0 -2.3 -1.3
H -1.932834 -1.723256 -4.318862 1.0 0.7 -1.2
H -1.835244 7.561614 0.917318 0.0 0.0 -0.3
C -1.728044 0.861434 1.230938 -0.7 2.1 -0.8
O -2.804504 7.135174 -5.742532 2.0 0.2 -1.5
H -0.847544 -2.593216 6.804778 -0.7 0.1 0.3
H -3.756154 -1.396876 0.249718 -0.1 -0.9 0.2
H -4.582544 4.133054 1.198648 -0.2 -1.3 -0.1
H -4.945004 8.178774 -5.629252 -0.3 -0.1 0.4
H 3.949956 -1.313576 -1.307502 -0.1 0.6 1.2
H -3.270844 -3.553546 2.110828 1.1 0.7 0.9
N -0.295564 6.241554 -0.074442 3.5 -2.3 3.0
H -2.433234 -2.779126 -3.420632 -0.5 -1.3 0.9
H 0.655956 -3.127386 -5.496282 0.1 -0.3 -0.5
O 3.842226 -3.499296 -0.981162 -3.7 -1.1 -6.4
H -6.395044 -3.787146 -3.573362 0.2 0.7 -1.3
N -6.367104 3.109344 2.701188 -0.1 0.9 -0.9
H -0.344464 -5.278496 -6.426242 1.1 -1.0 -0.4
H 3.423146 1.621684 -0.770692 0.3 0.0 0.1
N -3.164004 -6.543366 1.916028 1.8 -3.9 2.1
H -2.047834 -1.301406 -2.835242 1.2 2.0 2.5
H -4.767604 -0.002026 -7.036342 0.4 0.1 0.5
N 1.018586 -4.960406 7.293488 1.9 -2.8 1.5
C 0.764126 -2.012446 -1.912212 -1.1 1.7 3.1
H -5.605194 -2.347416 -7.892672 0.2 -0.1 -0.4
N 0.651046 4.227854 -6.917952 1.7 0.3 -2.4
H -5.285374 3.473484 -4.742682 0.2 0.5 -0.9
N -3.299184 -7.830276 -2.046032 2.4 4.2 5.2
N -4.835874 3.979474 0.233068 1.6 -4.2 1.8
N -4.639584 7.746674 -4.768962 -6.1 3.5 -0.5
H 1.387346 -6.550996 2.537848 0.7 0.5 0.0
N 2.734046 7.913214 0.133278 -2.0 0.2 -2.2
C 3.719946 -0.239506 4.683738 1.6 0.6 -0.2
N 5.842116 -2.926526 -0.108672 3.8 0.3 -3.0
N 2.824196 5.968754 -3.260152 -3.7 -0.7 0.3
H -0.246644 -7.556356 -0.353322 0.0 0.3 0.2
N -4.357434 3.079404 -4.681572 -3.2 4.2 -4.9
H -5.066204 -7.025096 -3.614142 0.4 -0.2 0.2
O 2.616436 2.856084 -3.993402 1.3 1.5 -1.4
H 0.967486 5.044404 -7.421142 0.2 -0.3 0.0
H 1.532686 -2.737736 -1.645092 -0.4 -0.1 0.1
N -2.700534 -3.117456 -7.625942 5.1 -1.4 -0.8
N -1.262044 8.339104 3.317308 -7.4 -2.9 1.1
H -0.589564 0.332504 5.283858 0.6 0.2 -0.9
H -0.299614 3.183184 0.540048 0.0 0.2 0.3
O -1.136514 6.597964 -2.000942 -1.2 0.5 -2.1
C -3.860404 -2.861076 -7.131312 -0.1 0.7 0.4
H 1.238226 -1.106736 -2.290392 -0.2 -0.6 -0.9
H -4.949274 7.001774 0.137068 0.4 0.0 0.4
N 4.578926 2.792544 5.818588 -5.1 1.5 0.1
O 5.510076 1.242414 0.626108 -0.1 -2.9 1.6
N 4.376826 -7.406316 0.887058 -0.3 2.0 -4.2
N 1.189766 -5.990596 -1.411642 0.4 0.2 -2.3
N 0.227016 5.553464 -5.096482 0.2 -1.0 -1.2
H 5.601556 2.138724 8.057478 -0.1 0.1 -0.6
N 0.418986 3.502044 4.777408 -2.9 -1.2 2.3
H -4.785214 -8.488746 -4.526512 -0.8 0.5 -0.3
O -4.838834 1.783234 3.689328 -0.5 0.2 0.7
N 4.693696 -0.637836 -1.409112 -1.7 -1.0 3.2
H -0.132434 -3.257256 0.605358 -0.1 0.0 0.4
H -5.870694 3.067764 1.822578 -0.4 0.1 0.5
H -1.906824 -0.031446 1.830038 0.5 -0.3 -0.5
N 6.060386 -5.215956 4.830078 3.0 -1.1 0.2
C 0.934486 -5.915906 -0.134302 1.8 0.7 1.0
H 7.143206 1.990594 7.325748 -0.2 0.0 0.1
O -0.402964 -0.973466 -5.184862 -2.5 0.7 0.8
N 1.105796 2.368654 8.167518 -3.0 3.6 1.6
H 0.311126 2.810284 7.727558 -0.3 0.3 1.2
H 0.377776 2.733534 -0.985422 -0.3 -0.4 -0.2
H 4.154886 6.927104 2.637518 0.6 -0.9 -0.3
H 4.210056 -8.027106 3.842188 0.2 0.8 0.3
H -0.519274 3.761204 5.046848 0.5 0.5 -0.2
H -1.561144 0.616304 -6.197982 -0.3 -0.3 0.1
O -6.494914 -1.494506 -1.027142 -7.3 -2.2 -1.4
H -1.595134 -2.201606 0.770548 0.4 0.4 0.3
C 1.264296 4.320564 4.152468 -5.3 0.5 0.5
H -5.352334 3.194624 -0.137592 0.5 -0.2 -0.1
N 4.216496 -1.106856 -3.423172 -3.9 -2.6 -6.0
H 4.539846 -0.973766 -4.370712 -0.4 -0.7 -0.3
H 2.962336 4.196024 3.671258 1.1 -0.3 -1.2
H 0.663206 -6.693896 -1.909842 0.6 0.7 -0.6
O -2.462424 -1.825226 -3.524672 -1.4 -0.2 -1.5
N -4.698594 -1.753506 0.180958 1.1 -1.4 3.7
C -0.768584 -2.510296 0.130518 0.2 -0.2 -0.9
N 3.956306 0.525414 3.655378 1.3 3.1 -3.1
N -4.841034 6.067964 0.506358 0.9 3.9 1.2
H -2.566204 4.258984 5.079388 0.1 0.5 0.4
H -6.644394 -4.508976 -1.892642 0.4 -0.1 0.5
N 5.659746 3.381944 0.430308 2.1 5.0 1.2
H -3.162154 -7.274046 1.218738 -0.5 0.7 0.1
C 3.770466 5.762484 -2.372752 -2.5 -1.2 1.5
H 4.435216 -6.210516 -3.080712 0.3 0.3 0.7
H 0.463666 7.127274 2.940468 1.5 -0.4 -0.3
H -0.106174 -2.420816 -2.425932 0.6 0.1 -0.6
C 0.560136 -1.238246 -5.855122 0.9 3.0 0.5
H -4.067054 0.284564 -0.764392 0.3 0.2 -0.6
H 3.718396 -1.946216 -3.163432 -0.1 0.1 -0.5
N -1.870934 7.638114 -0.089152 -4.4 3.9 1.6
C -5.926414 2.381464 3.741168 0.5 -0.5 -1.3
H 2.449766 -1.346786 5.460238 -1.1 -0.5 -0.5
N -4.729334 -2.814596 -8.079002 -3.8 0.1 -3.2
C -3.536294 7.141564 -4.783352 1.2 -1.9 -0.4
H 3.793746 5.935034 1.190118 -0.4 0.1 0.3
C 1.181786 -0.335366 1.712868 -0.6 -0.9 -1.3
H 2.446956 8.727634 -0.390552 0.6 0.3 0.6
N -4.713954 -7.970436 -3.662582 -1.5 -0.9 -3.0
N 6.161566 2.203164 7.219428 2.5 -1.1 4.0
H 1.682326 8.352874 2.408398 -0.5 -0.1 0.4
C -2.377204 4.848564 3.227268 2.0 1.5 -0.8
H -6.517534 1.789204 5.509838 -0.9 0.3 0.2
N 0.777116 8.069374 2.755288 1.3 -1.8 -1.0
H -2.757004 7.969564 -0.442862 0.4 0.2 -0.2
H -4.229354 5.881794 1.288198 0.1 0.9 0.0
O -3.461964 1.081034 -8.662212 0.9 0.0 -0.8
O 1.501066 -5.177036 0.661518 0.3 1.1 0.6
H 1.895486 -5.389156 -1.812062 -0.2 -0.5 -0.3
C -0.528044 1.050014 0.291638 1.2 -1.7 -0.6
H 5.629856 -5.866376 5.471708 0.4 0.3 -0.3
O -3.540374 -4.124676 -2.429772 -0.1 -0.3 -0.5
H -1.905524 0.323034 4.027728 0.8 0.2 0.1
N -6.834114 2.337004 4.722568 0.8 -0.5 1.0
H 4.057376 -6.431506 2.986868 0.2 -0.2 0.6
H -5.206354 0.366644 -2.029872 -0.1 0.4 0.1
N 0.132256 -6.861506 0.274158 -3.0 -2.6 1.7
N -4.753184 -0.198776 -1.326282 0.2 1.8 0.4
O 4.364686 -0.271146 5.682108 2.7 0.3 3.5
C 5.060416 -0.607526 -2.649832 6.1 4.5 2.5
C 0.149016 -1.410156 -0.493232 0.7 0.9 0.0
H 3.861676 -4.703176 -2.212182 1.2 -1.1 1.3
H -2.572124 -3.139946 -8.627492 0.5 -0.1 0.6
H 4.824726 1.034594 3.573618 0.1 -0.2 0.2
H -1.438784 2.849354 -0.720242 0.1 -0.1 -0.5
H -0.291194 5.793084 -4.263322 0.0 0.2 -0.3
H 1.581206 1.503654 0.835988 0.0 0.0 -0.9
N 4.106486 -4.393516 4.531788 -2.4 0.8 -0.9
N 3.990316 2.415914 -0.510672 -4.1 -0.5 -1.7
H 3.461586 0.414964 2.781798 0.5 -0.1 0.2
H 6.216256 -2.663676 -1.009242 0.3 0.0 0.2
H 4.345626 3.169824 4.911208 0.0 0.0 0.5
H 0.585926 2.526044 4.976548 0.5 0.0 0.0
C -1.160794 6.853014 -0.810182 2.1 -2.4 -2.2
H 6.574186 3.360444 0.858608 -0.3 0.1 -0.2
C -4.269694 2.408734 -3.617222 -1.6 -2.5 1.7
C -0.862974 -4.866656 -4.657292 0.2 2.0 -2.6
H 0.317746 -6.431856 -5.162982 0.0 0.3 -0.9
H -2.892004 1.775264 -2.524562 1.5 -0.5 -0.1
O -0.776954 -6.508756 3.717058 1.1 -0.9 0.2
C 0.712026 0.964744 1.213078 0.8 2.0 0.2
O -1.218124 -3.731576 -4.829792 -0.4 3.0 -1.8
C -5.499884 -1.090126 -0.611412 5.3 1.6 -2.6
H 2.292196 -0.631136 -6.708702 -0.3 1.0 0.0
H 1.907016 -5.299556 6.953248 -0.3 -0.2 0.6
H 2.692936 7.094524 -0.456772 -0.2 -0.4 0.6
H 0.385846 -0.710726 2.356058 0.0 -0.7 0.1
N 2.148636 3.608594 3.557638 5.8 -1.1 -1.8
C -0.469424 2.543924 -0.326332 -0.7 -1.5 1.5
H -1.260274 -3.075916 -0.660942 -0.2 0.1 -0.3
N -0.519974 -0.064216 -0.732352 1.4 0.1 -0.7
H 3.458756 -3.707126 4.172038 -0.3 0.0 0.5
N 1.994156 1.284884 -2.638882 2.9 -4.4 3.2
N -0.545774 -3.519666 7.070748 -3.4 2.5 0.9
O -5.222154 1.940354 -2.977022 -0.1 0.5 0.3
H 0.557136 3.382874 -7.463182 -0.3 0.3 0.2
C 4.595246 -3.315716 -0.111262 3.4 1.7 5.6
H 0.952706 0.573874 -6.362102 1.2 0.4 -0.3
H 1.977086 5.529644 -2.928962 -0.5 0.1 -1.2
H 5.331886 4.126504 -0.168222 0.6 0.5 0.4
H 2.355576 -0.998626 -0.033332 -0.2 0.5 -0.1
H -2.316164 2.649584 -3.964272 0.2 -0.3 0.4
N 1.363856 -0.346066 -6.431182 -0.7 2.7 -0.8
H 5.096266 -0.100056 -0.654902 0.3 0.0 0.3
C 5.399396 -4.218816 4.253668 0.2 1.8 0.1
H -1.681754 5.761664 4.838158 -0.2 0.0 0.1
H 3.618446 3.307374 -0.805822 0.2 0.1 0.0
H -3.539794 3.602384 -4.960962 -0.6 0.3 -0.4
O 0.041426 10.126374 3.338378 -0.3 -0.9 -0.3
O 5.886876 -3.242786 3.644958 -0.7 -1.8 0.3
H -2.627494 -6.716996 2.753948 0.2 -0.6 -0.1
C -3.726324 -8.556546 -2.991272 -0.8 -1.7 -0.9
O 6.094506 -0.021206 -2.996622 0.0 0.0 -0.7
H 0.188486 5.425594 -0.420842 0.0 0.4 0.1
N 1.436626 -6.905056 3.482468 2.6 1.6 -2.7
H -2.560464 1.080264 0.562148 -0.6 -0.4 0.2
C -4.765624 -4.171796 -2.659482 0.2 0.3 -0.4
H -7.734704 2.767594 4.568828 0.2 -0.5 0.6
O -1.895874 5.639784 2.456158 0.7 2.5 -2.4
H 1.581036 -2.229316 0.918418 0.2 -0.2 -0.4
H -4.268044 -0.374286 6.201248 0.7 -0.2 0.1
H 4.027636 2.980254 6.643778 -0.6 0.0 -0.6
N -1.861384 0.922004 -7.112582 7.7 1.5 2.5
C -4.900814 5.110424 -0.387362 -3.7 0.0 -2.8
H -4.878854 -3.265136 -4.443882 -0.6 0.4 -0.6
H 1.383156 -7.624906 5.505788 -0.4 -0.9 0.6
H 0.545566 1.552774 2.115638 -0.7 0.5 0.1
H 4.251906 -7.939916 0.038668 0.1 0.7 -0.2
C -3.522264 -5.310726 1.740438 -2.7 -0.8 -4.9
H -0.365274 -6.724456 1.142358 0.1 -0.1 0.1
N 0.404536 2.407594 -3.556632 0.4 0.4 -0.1
H 2.892616 0.930004 -2.933712 0.2 -0.8 0.8
N 1.116446 -2.366746 -5.975312 1.4 -6.6 -0.1
N -2.804184 3.711934 2.835758 -2.7 -4.8 -1.7
N 2.868746 -3.675996 -3.611682 -1.3 2.5 -1.7
H -1.688994 1.721574 1.899318 -0.1 -0.1 0.4
H -5.235994 7.640164 -3.960832 -0.2 0.3 -0.5
H 6.484136 -2.898476 0.670508 -0.6 0.0 0.1
H -1.483894 7.444774 2.903728 0.2 -0.3 0.3
H -3.426384 0.016224 -5.829522 -1.2 -0.5 0.2
H -3.419584 3.115024 3.369678 0.0 -0.2 0.3
C 0.729236 -3.718146 6.915278 -2.1 -3.7 -0.6
O 4.200926 8.979124 1.503748 -2.3 -0.8 0.8
C -0.154374 8.908774 3.130558 4.4 6.3 0.2
N 4.837286 6.237974 -2.830102 6.4 2.6 -1.4
H 1.407756 2.433764 9.129118 -0.4 0.4 -0.4
N -3.461884 -0.244486 5.606798 -5.8 0.1 -1.9
H 4.745146 -3.133726 1.922368 -0.3 0.1 0.3
H 2.709736 -3.552976 -2.621902 -0.5 0.4 -0.6
H -2.715684 3.390514 1.882368 0.2 0.6 0.0
C 3.576976 -4.708036 -4.057322 -1.4 -0.9 -0.9
H 3.058636 0.413924 7.030888 1.6 -0.5 0.5
N 4.165326 -7.434986 3.025178 -0.5 1.0 3.4
O 6.578756 2.625554 5.052538 0.9 -0.3 0.4
H 1.295686 0.642864 -2.292392 -0.1 0.1 0.0
O -0.987624 3.669034 -5.529552 -1.1 -0.7 0.4
H -0.321974 -7.956316 5.703158 0.3 0.3 0.1
H 2.324086 -3.351366 -4.397862 -0.5 1.0 0.9
H -2.293144 6.422814 -3.713032 -0.1 -0.9 1.4
H -4.288914 -2.818596 -8.987912 -1.3 0.3 -0.2
H 2.073866 -0.627986 3.847908 -0.9 -1.0 0.9
N -3.795734 0.059994 -6.768552 -1.3 -1.9 2.4
N -0.253434 -5.669946 -5.499652 1.3 0.2 -3.8
N -5.405644 -3.808676 -3.775182 0.6 0.2 -0.3
N -5.651204 -4.669756 -1.804282 0.5 -1.4 1.9
H -0.193774 6.529924 0.888148 0.4 -0.6 -0.1
N 2.811076 1.130934 7.697748 3.0 -1.4 0.3
O -1.781154 -0.598006 6.984628 1.0 -1.3 1.7
N 4.163386 -3.311766 1.116168 -2.6 -1.2 2.5
O 4.618756 -9.297546 1.971428 0.3 -4.0 0.0
H -0.996224 -6.458076 -3.780632 -0.5 -0.1 1.1
H 1.866446 -2.478326 -6.642512 -0.3 -0.7 0.4
N -2.319664 5.052744 4.505578 -0.6 0.2 4.1
H -3.764574 -6.947946 -1.887912 0.3 0.1 0.5
H 3.184156 -3.553836 1.065058 -0.2 -0.1 1.3
O -4.078654 -2.610376 -5.992572 -0.8 0.1 4.2
H -1.170434 -4.181366 7.508988 0.2 0.5 -0.1
H 3.019296 6.267524 -4.205022 -0.5 -0.6 0.4
N 3.862056 -5.388606 -2.953992 1.7 -2.6 -0.2
H -5.026524 -2.673036 0.439858 0.7 0.0 0.3
O 3.642756 -4.989046 -5.246422 0.7 -0.3 0.1
H 0.048896 3.257094 -3.971332 -0.5 -0.6 0.4
O -1.397354 0.108464 -1.916202 0.8 -0.7 1.6
C 5.816556 2.547474 6.024368 2.6 0.1 -3.9
H -5.189344 -5.037806 -0.984942 -0.7 0.2 0.8
H -2.093594 8.843044 3.590558 0.6 0.4 0.0
H 5.578696 6.443544 -2.175762 0.1 0.1 -0.4
H -1.168544 1.560394 -7.476642 -0.9 -0.1 -0.6
H -2.780794 -8.249206 -1.287182 -0.2 0.1 -0.3
H -1.937624 -3.211036 -6.970732 0.2 0.1 -0.2
O 1.418876 -3.157006 6.153088 3.7 3.7 -2.3
H 2.299556 -7.221146 3.901448 -0.4 -0.1 -1.0
H 3.215036 1.282154 8.611018 0.0 -0.3 -0.5
O 1.123646 1.088374 6.369298 -2.1 -0.3 -4.2
N 0.463316 -7.741716 5.105358 0.0 -4.4 7.8
H -1.765514 -5.199056 -2.922212 -0.1 0.5 0.0
H -3.828384 6.134114 -2.884062 -0.3 0.4 -0.3
O -3.286194 -9.666886 -3.154692 0.2 -1.9 -1.3
C 0.319236 -7.017786 4.114168 -4.7 4.2 -5.3
C 1.432606 -1.235566 0.495908 -1.5 -1.1 0.2
H 2.318656 2.680454 3.917848 0.1 -0.2 -0.1
O -5.388264 5.183034 -1.506802 0.9 1.1 -1.0
H 4.061386 -6.452556 0.991718 -0.1 -0.1 -0.8
H -2.261804 -4.895626 2.929738 1.1 2.0 0.9
H 7.066766 -5.168776 4.758908 -0.2 -0.3 0.2
C -0.112064 4.437984 -5.863662 -0.7 1.6 2.4
```
Positions in Å, forces in eV/Å.

Summary:
- gap between HOMO and LUMO (Ha) = 0.1905
- spin multiplicity = 1
- energy (Eh) = -7994.75901
- HOMO (eV) = -5.94